1.
The following is a DFT calculation (ωB97M-V/def2-TZVPD) of a cluster of 10 separate species, C3H25NO11 in total.

Geometry (Å):
O (-1.51, 3.03, 2.05)
C (-1.52, 2.80, 0.87)
C (-1.91, 1.47, 0.29)
C (-0.80, 0.59, -0.34)
O (-0.77, -0.66, 0.37)
N (-2.99, 1.75, -0.68)
H (-1.17, 3.59, 0.19)
H (-2.36, 0.94, 1.12)
H (-0.94, 0.58, -1.41)
H (0.23, 0.94, -0.24)
H (-1.51, -1.23, 0.14)
H (-3.43, 0.90, -1.02)
H (-2.55, 2.19, -1.47)
H (-2.56, -1.61, -2.98)
H (-3.89, -0.98, -2.25)
O (-2.94, -0.94, -2.41)
H (2.68, -0.27, -1.80)
H (2.97, -0.82, -0.40)
O (3.26, -0.15, -1.03)
H (-0.61, 0.10, 2.65)
H (0.36, -0.74, 3.55)
O (-0.50, -0.27, 3.54)
H (1.66, 2.27, -3.10)
H (1.07, 0.88, -3.22)
O (0.83, 1.82, -3.28)
H (1.79, -1.59, 1.73)
H (2.72, -0.85, 2.71)
O (1.92, -1.39, 2.66)
H (0.97, -2.90, -0.25)
H (0.61, -1.51, 0.29)
O (1.38, -2.05, -0.07)
H (-1.68, -1.33, 2.61)
H (-3.03, -1.33, 3.22)
O (-2.60, -1.54, 2.38)
H (3.91, 0.73, 1.10)
H (3.27, 1.73, 2.03)
O (3.52, 0.80, 1.98)
H (2.45, -1.39, -3.77)
H (1.92, -2.20, -2.64)
O (1.75, -1.36, -3.10)

As for the SMILES: N[C@H](C=O)CO.O.O.O.O.O.O.O.O.O. For the frontier orbital gap, the calculation gives 0.33888 hartree. The LUMO energy is -0.24 eV. The total energy is -27528.9067 eV.

Quick look at the natural (NBO) charges, all values in e:
1. O -0.502
2. C 0.451
3. C -0.213
4. C -0.085
5. O -0.756
6. N -0.813
7. H 0.104
8. H 0.234
9. H 0.204
10. H 0.195
11. H 0.506
12. H 0.367
13. H 0.351
14. H 0.493
15. H 0.489
16. O -0.979
17. H 0.485
18. H 0.489
19. O -0.993
20. H 0.471
21. H 0.512
22. O -0.974
23. H 0.471
24. H 0.477
25. O -0.947
26. H 0.483
27. H 0.502
28. O -0.993
29. H 0.478
30. H 0.507
31. O -1.014
32. H 0.488
33. H 0.474
34. O -0.987
35. H 0.490
36. H 0.482
37. O -0.965
38. H 0.479
39. H 0.490
40. O -0.952

=====

2.
The following is a DFT calculation (ωB97M-V/def2-TZVPD) of a cluster of 11 separate species, C3H28N2O10 in total.

Geometry (Å):
C (3.09, -1.52, 1.63)
C (1.66, -1.12, 1.38)
C (1.01, -1.57, 0.31)
N (-0.12, -0.98, -0.36)
N (1.17, -0.09, 2.21)
H (3.50, -2.12, 0.82)
H (3.67, -0.59, 1.65)
H (3.21, -2.10, 2.55)
H (1.55, -2.29, -0.29)
H (-0.40, -0.24, 0.28)
H (-0.80, -1.70, -0.56)
H (1.82, 0.19, 2.93)
H (0.22, -0.25, 2.51)
H (-2.63, -3.37, -0.20)
H (-1.80, -3.15, 1.08)
O (-2.27, -2.70, 0.39)
H (-0.86, 2.20, -0.67)
H (-2.29, 1.97, -0.31)
O (-1.62, 1.70, -0.94)
H (-0.36, -0.59, -3.02)
H (-0.82, -0.22, -4.50)
O (-0.89, -0.83, -3.78)
H (0.12, -3.87, -2.86)
H (0.79, -2.63, -2.45)
O (0.99, -3.57, -2.58)
H (-2.84, -1.27, 1.78)
H (-2.50, -0.04, 2.57)
O (-2.10, -0.68, 1.97)
H (-4.16, -0.68, -0.66)
H (-3.06, -0.12, 0.16)
O (-4.01, -0.03, 0.04)
H (3.55, 2.89, 0.32)
H (3.30, 1.88, -0.78)
O (3.71, 1.98, 0.09)
H (-0.75, 3.81, 1.29)
H (-2.36, 4.18, 1.05)
O (-1.63, 3.58, 0.97)
H (1.06, 2.74, -0.06)
H (1.49, 2.50, 1.32)
O (1.02, 3.18, 0.82)
H (1.05, 0.50, -1.19)
H (0.96, 1.66, -1.98)
O (1.47, 1.38, -1.21)

As for the SMILES: C/C(N)=C/N.O.O.O.O.O.O.O.O.O.O. For the frontier orbital gap, the calculation gives 0.27751 hartree. The LUMO energy is 0.06 eV. The total energy is -27020.4319 eV.

Quick look at the natural (NBO) charges, all values in e:
1. C -0.647
2. C 0.139
3. C -0.138
4. N -0.900
5. N -0.869
6. H 0.223
7. H 0.227
8. H 0.206
9. H 0.190
10. H 0.400
11. H 0.403
12. H 0.379
13. H 0.397
14. H 0.484
15. H 0.490
16. O -0.960
17. H 0.471
18. H 0.492
19. O -0.965
20. H 0.480
21. H 0.479
22. O -0.962
23. H 0.466
24. H 0.466
25. O -0.930
26. H 0.498
27. H 0.478
28. O -0.970
29. H 0.465
30. H 0.486
31. O -0.956
32. H 0.467
33. H 0.489
34. O -0.961
35. H 0.522
36. H 0.482
37. O -1.013
38. H 0.490
39. H 0.490
40. O -0.992
41. H 0.509
42. H 0.473
43. O -0.978

=====

3.
The following is a DFT calculation (ωB97M-V/def2-TZVPD) of a cluster of 11 separate species, C3H28NO11S2 in total.

Geometry (Å):
N (-2.34, 0.56, -0.30)
C (-1.10, 0.12, 0.40)
C (0.21, 0.99, 0.05)
O (0.39, 1.67, 1.35)
C (-0.76, -1.35, -0.03)
S (-1.56, -2.72, 0.79)
S (-1.91, -4.20, -0.60)
H (-2.29, 1.55, -0.66)
H (-2.74, -0.16, -1.00)
H (-1.36, 0.10, 1.51)
H (1.10, 0.47, -0.31)
H (0.07, 1.83, -0.62)
H (0.33, -1.41, 0.25)
H (-0.99, -1.42, -1.17)
H (-0.68, -4.71, -0.74)
H (1.12, 0.96, -3.78)
H (1.11, -0.57, -3.61)
O (0.67, 0.08, -4.05)
H (2.30, -1.77, -1.75)
H (2.40, -0.30, -1.87)
O (2.50, -1.14, -2.34)
H (-2.17, 0.17, 4.28)
H (-3.23, -0.38, 3.08)
O (-2.68, -0.62, 4.01)
H (2.28, 0.03, 2.28)
H (2.71, 0.98, 0.96)
O (2.83, 0.17, 1.61)
H (1.23, 2.24, 1.17)
H (2.98, 2.74, 0.49)
O (2.37, 2.27, 0.04)
H (0.36, 1.27, 2.92)
H (0.63, 0.07, 3.92)
O (0.26, 1.01, 3.89)
H (2.06, 2.16, -1.63)
H (1.67, 2.82, -3.15)
O (1.82, 1.99, -2.62)
H (2.32, -2.52, 1.35)
H (2.78, -1.12, 1.00)
O (2.44, -1.96, 0.60)
H (-2.27, -0.65, -3.25)
H (-1.09, -0.06, -3.90)
O (-2.02, 0.06, -3.72)
H (-3.84, -0.33, 1.22)
H (-3.69, 0.99, 1.99)
O (-4.23, 0.07, 1.96)

For the frontier orbital gap, the calculation gives 0.32376 hartree. The LUMO energy is 2.38 eV. The total energy is -49248.5924 eV. Its charge is -1.

Quick look at the natural (NBO) charges, all values in e:
1. N -0.915
2. C -0.081
3. C -0.060
4. O -0.826
5. C -0.617
6. S 0.111
7. S -0.152
8. H 0.389
9. H 0.373
10. H 0.211
11. H 0.185
12. H 0.196
13. H 0.273
14. H 0.226
15. H 0.118
16. H 0.508
17. H 0.486
18. O -1.008
19. H 0.477
20. H 0.483
21. O -0.948
22. H 0.472
23. H 0.486
24. O -1.033
25. H 0.468
26. H 0.528
27. O -0.991
28. H 0.515
29. H 0.444
30. O -1.216
31. H 0.504
32. H 0.450
33. O -1.000
34. H 0.549
35. H 0.478
36. O -1.043
37. H 0.452
38. H 0.485
39. O -1.017
40. H 0.441
41. H 0.500
42. O -0.967
43. H 0.494
44. H 0.492
45. O -0.917

=====

4.
The following is a DFT calculation (ωB97M-V/def2-TZVPD) of a cluster of 11 separate species, C3H28NO12 in total.

Geometry (Å):
N (-1.60, -0.53, 0.69)
C (-1.16, -0.36, -0.74)
C (0.37, -0.40, -1.05)
O (0.78, -1.66, -0.41)
C (-1.77, 0.90, -1.44)
O (-1.00, 2.00, -1.38)
H (-0.89, -1.06, 1.26)
H (-1.70, 0.33, 1.19)
H (-1.47, -1.25, -1.20)
H (0.63, -0.33, -2.14)
H (1.02, 0.38, -0.61)
H (0.64, -1.63, 0.62)
H (-1.84, 0.60, -2.55)
H (-2.91, 1.12, -1.27)
H (-2.64, 2.98, -0.57)
H (-2.34, 2.09, 0.72)
O (-2.91, 2.77, 0.32)
H (-0.43, 1.77, -3.15)
H (1.02, 1.66, -3.06)
O (0.34, 1.69, -3.75)
H (2.98, -0.83, 1.82)
H (1.63, -0.79, 2.39)
O (2.39, -1.25, 2.43)
H (1.95, 3.24, -1.54)
H (1.74, 2.16, -0.38)
O (2.10, 2.19, -1.37)
H (3.65, 1.10, -0.01)
H (3.48, -0.21, 0.67)
O (3.98, 0.63, 0.77)
H (0.81, 1.22, 1.67)
H (0.78, 1.26, 3.22)
O (0.53, 0.64, 2.55)
H (-2.72, -2.79, 0.99)
H (-3.40, -1.48, 0.74)
O (-3.47, -2.49, 0.44)
H (0.14, -3.26, -1.08)
H (-1.18, -3.72, -0.48)
O (-0.23, -4.08, -0.51)
H (0.29, -3.63, 1.26)
H (1.08, -3.25, 2.29)
O (0.29, -2.86, 1.84)
H (-0.32, 1.88, -0.61)
H (0.68, 3.04, 0.82)
O (0.71, 2.21, 0.61)

For the frontier orbital gap, the calculation gives 0.35420 hartree. The LUMO energy is 2.89 eV. The total energy is -29624.9914 eV. Its charge is -1.

Quick look at the natural (NBO) charges, all values in e:
1. N -0.871
2. C -0.102
3. C -0.112
4. O -0.825
5. C -0.086
6. O -0.819
7. H 0.388
8. H 0.360
9. H 0.191
10. H 0.212
11. H 0.199
12. H 0.517
13. H 0.152
14. H 0.178
15. H 0.489
16. H 0.470
17. O -0.958
18. H 0.482
19. H 0.488
20. O -0.988
21. H 0.440
22. H 0.487
23. O -0.944
24. H 0.460
25. H 0.494
26. O -1.064
27. H 0.495
28. H 0.439
29. O -0.934
30. H 0.510
31. H 0.458
32. O -1.059
33. H 0.460
34. H 0.502
35. O -0.982
36. H 0.515
37. H 0.473
38. O -0.996
39. H 0.501
40. H 0.489
41. O -0.966
42. H 0.532
43. H 0.446
44. O -1.120

=====

5.
The following is a DFT calculation (ωB97M-V/def2-TZVPD) of a cluster of 11 separate species, C3H28NO12 in total.

Geometry (Å):
C (-1.47, 0.39, 0.48)
C (-0.87, 0.36, -0.91)
C (0.50, -0.28, -1.00)
O (0.64, -1.05, -2.09)
O (1.41, 0.08, -0.28)
N (-0.64, 1.15, 1.51)
H (-2.43, 0.92, 0.43)
H (-1.62, -0.66, 0.88)
H (-0.73, 1.45, -1.10)
H (-1.63, 0.05, -1.53)
H (-0.22, -1.27, -2.48)
H (-0.68, 0.48, 2.31)
H (-1.16, 2.02, 1.78)
H (0.31, 1.37, 1.16)
H (1.83, -2.03, -0.03)
H (2.95, -2.96, -0.10)
O (1.96, -2.99, -0.06)
H (-2.73, -1.72, -3.82)
H (-2.12, -2.11, -2.53)
O (-2.04, -1.43, -3.22)
H (1.29, 3.15, -1.78)
H (1.29, 1.58, -2.41)
O (0.92, 2.47, -2.31)
H (2.49, 4.14, 0.18)
H (2.53, 2.65, 0.51)
O (1.97, 3.42, 0.53)
H (1.38, -3.05, 1.81)
H (1.77, -3.60, 3.24)
O (1.60, -2.83, 2.69)
H (-1.20, 3.93, -1.30)
H (-2.53, 4.44, -0.59)
O (-1.79, 3.83, -0.47)
H (0.00, -3.00, -0.72)
H (-0.48, -3.87, -1.82)
O (-0.68, -3.05, -1.37)
H (-3.75, 2.28, 2.56)
H (-2.76, 3.33, 2.84)
O (-3.02, 2.68, 2.16)
H (-1.45, -3.27, 2.09)
H (-2.23, -2.45, 1.11)
O (-1.35, -2.59, 1.46)
H (2.62, -0.58, 1.50)
H (3.49, -0.44, 2.80)
O (3.05, 0.01, 2.09)

For the frontier orbital gap, the calculation gives 0.41078 hartree. The LUMO energy is -2.56 eV. The total energy is -29619.9846 eV. Its charge is +1.

Quick look at the natural (NBO) charges, all values in e:
1. C -0.221
2. C -0.585
3. C 0.809
4. O -0.660
5. O -0.662
6. N -0.714
7. H 0.242
8. H 0.229
9. H 0.293
10. H 0.265
11. H 0.544
12. H 0.448
13. H 0.474
14. H 0.476
15. H 0.472
16. H 0.499
17. O -0.965
18. H 0.495
19. H 0.491
20. O -0.972
21. H 0.502
22. H 0.497
23. O -0.992
24. H 0.483
25. H 0.487
26. O -0.965
27. H 0.488
28. H 0.481
29. O -0.980
30. H 0.490
31. H 0.485
32. O -0.972
33. H 0.498
34. H 0.489
35. O -0.980
36. H 0.482
37. H 0.488
38. O -0.951
39. H 0.489
40. H 0.472
41. O -0.949
42. H 0.474
43. H 0.487
44. O -0.959